No. 1
76
Properties=species:S:1:pos:R:3 method="wB97M-V/def2-TZVPD" lumo_energy_ev=0.3 smiles=CCB(O)[C@](C#N)(C[C@H]1CO1)[C@@](S)(C#N)CCOCCOc1ccc(C(C)(C)CC(C)(C)C)cc1 orbital_gap_ev=9.0341 total_charge=0
C 5.880 4.028 1.104
C 6.312 2.914 0.109
B 6.570 1.572 0.891
O 7.073 1.674 2.154
C 6.335 0.071 0.274
C 6.837 -0.829 1.324
N 7.232 -1.545 2.113
C 7.252 -0.262 -0.945
C 6.598 -0.061 -2.293
C 6.419 1.339 -2.736
O 7.426 0.369 -3.291
C 4.810 -0.308 0.150
S 4.070 -0.116 1.859
C 4.035 0.675 -0.583
N 3.473 1.412 -1.245
C 4.586 -1.728 -0.472
C 3.518 -2.591 0.148
O 2.266 -1.968 -0.016
C 1.277 -2.360 0.909
C 0.077 -2.971 0.229
O -0.561 -2.056 -0.666
C -1.753 -1.523 -0.202
C -2.952 -2.037 -0.680
C -4.160 -1.479 -0.253
C -4.214 -0.411 0.649
C -5.526 0.240 1.116
C -5.387 1.762 1.132
C -5.712 -0.183 2.592
C -6.775 -0.232 0.357
C -7.123 0.394 -1.011
C -8.127 -0.570 -1.684
C -5.957 0.535 -1.994
C -7.857 1.745 -0.880
C -2.985 0.061 1.130
C -1.764 -0.478 0.718
H 5.309 3.606 1.926
H 5.209 4.726 0.613
H 6.743 4.534 1.520
H 5.531 2.844 -0.641
H 7.236 3.246 -0.368
H 6.519 1.233 2.812
H 8.053 0.471 -0.990
H 7.631 -1.279 -0.920
H 5.814 -0.745 -2.574
H 7.094 2.114 -2.423
H 5.707 1.439 -3.539
H 4.418 -1.268 2.443
H 4.247 -1.567 -1.491
H 5.531 -2.263 -0.456
H 3.513 -3.521 -0.435
H 3.733 -2.888 1.174
H 0.952 -1.473 1.453
H 1.629 -3.084 1.649
H 0.377 -3.828 -0.370
H -0.633 -3.265 1.002
H -2.962 -2.842 -1.397
H -5.092 -1.864 -0.633
H -6.320 2.224 1.450
H -5.124 2.186 0.168
H -4.636 2.088 1.844
H -6.533 0.400 3.010
H -5.917 -1.244 2.691
H -4.835 0.108 3.164
H -7.623 -0.019 1.010
H -6.744 -1.315 0.276
H -9.074 -0.577 -1.150
H -7.690 -1.568 -1.673
H -8.259 -0.301 -2.729
H -5.058 0.971 -1.572
H -6.266 1.110 -2.864
H -5.691 -0.451 -2.372
H -7.177 2.588 -0.839
H -8.526 1.863 -1.730
H -8.490 1.714 0.005
H -2.938 0.873 1.841
H -0.849 -0.060 1.108


No. 2
7
Properties=species:S:1:pos:R:3 method="wB97M-V/def2-TZVPD" relative_energy_kcal_mol=10.1 lumo_energy_ev=-0.1 smiles=ClC#C[C@H](Cl)Br orbital_gap_ev=10.0489 total_charge=0
Cl 0.830 2.758 -1.642
C 0.429 1.430 -0.735
C -0.026 0.329 -0.488
C -0.367 -0.809 0.375
Cl -0.529 -0.173 1.986
Br 1.021 -2.333 0.378
H -1.358 -1.203 0.125


No. 3
33
Properties=species:S:1:pos:R:3 method="wB97M-V/def2-TZVPD" relative_energy_kcal_mol=117.9 lumo_energy_ev=-0.3 smiles=O.O.O.O.O.O.O.O.O.O.O orbital_gap_ev=9.8625 total_charge=0
O 0.753 -0.818 0.037
H 1.722 -0.971 0.213
H 0.675 0.077 -0.098
O -1.984 -1.029 -1.685
H -1.941 -1.633 -2.446
H -1.313 -1.282 -1.063
O -4.316 -0.812 -0.172
H -3.942 -0.345 0.659
H -3.440 -1.191 -0.389
O 4.858 1.801 0.872
H 4.855 1.440 0.055
H 5.747 2.153 1.109
O 1.920 -3.397 -2.107
H 2.037 -3.861 -1.228
H 1.220 -2.743 -2.060
O -0.861 4.348 0.867
H -0.736 3.545 0.317
H -1.693 4.238 1.151
O -2.873 2.173 -0.461
H -2.321 1.741 0.176
H -3.755 2.232 -0.069
O -2.094 -1.434 4.114
H -1.159 -1.395 3.759
H -2.341 -0.523 3.985
O -0.804 -3.849 0.197
H 0.017 -4.265 0.167
H -1.446 -4.561 -0.008
O -1.350 3.272 -2.020
H -2.191 2.815 -2.222
H -1.300 3.797 -2.899
O 6.071 0.305 0.054
H 5.287 -0.122 0.485
H 6.698 0.291 0.709


No. 4
9
Properties=species:S:1:pos:R:3 method="wB97M-V/def2-TZVPD" relative_energy_kcal_mol=147.0 lumo_energy_ev=-9.3 orbital_gap_ev=7.9704 total_charge=+1
C 0.147 0.485 -1.385
C 0.139 0.106 0.050
C -0.960 -0.455 0.831
N 1.367 0.255 0.146
N 0.807 0.821 -2.284
O 2.359 0.521 -0.322
H -1.885 -0.591 0.199
H -1.444 0.268 1.640
H -0.531 -1.411 1.127


No. 5
20
Properties=species:S:1:pos:R:3 method="wB97M-V/def2-TZVPD" relative_energy_kcal_mol=94.9 lumo_energy_ev=0.7 orbital_gap_ev=10.3456 total_charge=0
C -0.641 -1.962 1.133
C -1.060 -0.901 0.083
C 0.291 -0.963 0.618
C -1.483 -1.186 -1.280
C 1.461 -0.328 0.585
N 1.874 3.142 0.288
O -0.359 2.532 -0.901
O -0.342 4.302 0.757
S 0.213 2.974 0.586
H -0.799 -1.911 2.115
H -0.572 -3.043 0.800
H -1.673 -0.122 0.451
H -0.735 -1.069 -2.028
H -2.419 -0.687 -1.541
H -1.603 -2.302 -1.516
H 2.268 -0.863 1.098
H -0.184 1.574 -0.931
H 1.555 0.552 -0.036
H 2.365 2.883 1.090
H 2.015 4.122 0.321


No. 6
112
Properties=species:S:1:pos:R:3 method="wB97M-V/def2-TZVPD" lumo_energy_ev=-7.7 orbital_gap_ev=7.9384 total_charge=+3
La 0.274 0.313 0.113
C 1.828 -2.240 2.035
N 1.040 -1.049 2.389
C -0.166 -1.454 3.116
C -1.274 -0.438 3.107
C -2.106 -0.330 4.214
C -3.272 0.409 4.118
C -3.560 1.049 2.921
C -2.631 0.968 1.900
N -1.517 0.231 1.971
C 1.849 -0.217 3.284
C 2.996 0.419 2.555
C 4.231 0.542 3.178
C 5.262 1.189 2.520
C 5.004 1.710 1.259
C 3.747 1.532 0.707
N 2.753 0.877 1.316
C 1.401 -2.943 0.770
C 1.748 -4.283 0.619
C 1.509 -4.921 -0.585
C 0.858 -4.206 -1.583
C 0.503 -2.891 -1.336
N 0.798 -2.243 -0.199
H 1.830 -2.962 2.864
H 2.870 -1.932 1.876
H 0.072 -1.733 4.150
H -0.586 -2.327 2.614
H -1.852 -0.836 5.131
H -3.943 0.464 4.961
H -4.464 1.623 2.791
H -2.797 1.509 0.974
H 2.225 -0.805 4.135
H 1.204 0.577 3.681
H 4.376 0.139 4.168
H 6.233 1.285 2.982
H 5.763 2.251 0.719
H 3.508 1.936 -0.268
H 2.228 -4.805 1.433
H 1.827 -5.942 -0.740
H 0.648 -4.665 -2.537
H -0.023 -2.319 -2.092
C -0.232 0.680 -5.041
O -1.473 0.722 -4.333
C -1.204 0.527 -3.056
N 0.019 0.325 -2.713
C 0.794 0.242 -3.969
C 2.100 1.000 -3.948
C 2.927 0.867 -2.836
C 4.165 1.487 -2.809
C 4.588 2.249 -3.888
C 3.771 2.382 -4.997
C 2.541 1.745 -5.036
C -2.374 0.357 -2.181
C -3.629 0.808 -2.577
C -4.741 0.372 -1.867
C -4.558 -0.602 -0.900
C -3.261 -1.021 -0.593
N -2.176 -0.483 -1.152
C -3.068 -2.218 0.237
N -2.074 -2.465 0.992
C -2.353 -3.754 1.636
C -3.616 -4.263 0.892
O -4.023 -3.141 0.109
C -2.644 -3.565 3.111
C -1.874 -4.167 4.098
C -2.182 -3.975 5.436
C -3.278 -3.211 5.799
C -4.066 -2.633 4.819
C -3.742 -2.797 3.485
H -0.049 1.686 -5.429
H -0.328 -0.025 -5.868
H 1.047 -0.821 -4.097
H 2.609 0.235 -2.003
H 4.821 1.354 -1.961
H 5.557 2.723 -3.873
H 4.096 2.965 -5.845
H 1.950 1.825 -5.935
H -3.731 1.445 -3.442
H -5.728 0.726 -2.126
H -5.397 -1.059 -0.404
H -1.497 -4.422 1.505
H -4.420 -4.528 1.581
H -3.415 -5.102 0.225
H -1.045 -4.805 3.829
H -1.575 -4.434 6.201
H -3.519 -3.067 6.840
H -4.941 -2.068 5.092
H -4.354 -2.321 2.729
C -0.646 2.998 3.936
P 0.340 2.785 2.395
C 1.912 3.521 3.018
C -0.334 4.253 1.473
C 0.486 4.521 0.219
P 0.280 3.212 -1.072
C 1.461 3.903 -2.284
C -1.323 3.731 -1.820
H -0.547 4.026 4.286
H -0.287 2.331 4.717
H -1.697 2.789 3.755
H 1.724 4.534 3.372
H 2.683 3.541 2.251
H 2.275 2.924 3.853
H -0.312 5.126 2.135
H -1.380 4.060 1.212
H 1.548 4.582 0.475
H 0.194 5.478 -0.228
H 1.229 4.956 -2.446
H 1.416 3.370 -3.229
H 2.474 3.823 -1.896
H -1.401 4.818 -1.792
H -2.169 3.300 -1.285
H -1.363 3.414 -2.861


No. 7
77
Properties=species:S:1:pos:R:3 method="wB97M-V/def2-TZVPD" relative_energy_kcal_mol=0.0 lumo_energy_ev=-0.2 orbital_gap_ev=6.7871 total_charge=0
Sr -0.132 1.328 3.219
C -1.979 1.917 -5.171
C -2.068 0.679 -4.672
C -1.280 -0.523 -5.094
C 0.124 -0.255 -5.685
C 1.008 0.620 -4.837
C 1.080 1.952 -4.867
C 0.326 2.872 -5.793
C -1.064 2.391 -6.265
C 2.156 0.821 4.339
H -2.671 2.696 -4.822
H -2.858 0.452 -3.947
H -1.853 -1.100 -5.840
H -1.175 -1.187 -4.222
H 0.623 -1.234 -5.766
H 0.024 0.131 -6.707
H 1.686 0.052 -4.186
H 1.821 2.470 -4.247
H 0.929 3.077 -6.694
H 0.211 3.842 -5.287
H -1.553 3.262 -6.732
H -0.947 1.638 -7.053
H 1.947 1.460 5.214
H 3.160 1.061 3.960
H 2.137 -0.228 4.666
P 1.600 -0.426 1.451
P -1.366 -0.833 1.325
N 2.648 0.878 0.874
N 2.853 -1.666 1.782
N -2.177 0.462 0.408
N -2.786 -1.809 1.607
C 0.947 -1.012 -0.170
C -0.423 -1.714 0.006
C 2.592 2.225 1.272
C 3.526 2.929 0.531
C 4.176 2.003 -0.349
C 3.618 0.754 -0.120
C 3.797 -1.606 2.823
C 4.510 -2.798 2.856
C 3.990 -3.638 1.816
C 2.959 -2.935 1.201
C -2.368 1.788 0.863
C -2.666 2.583 -0.230
C -2.661 1.751 -1.389
C -2.385 0.461 -0.969
C -3.837 -2.132 0.735
C -4.716 -2.985 1.396
C -4.192 -3.205 2.717
C -3.023 -2.476 2.825
H 1.681 -1.650 -0.680
H 0.843 -0.111 -0.793
H -0.967 -1.716 -0.949
H -0.295 -2.765 0.331
H 1.948 2.548 2.087
H 3.723 3.989 0.593
H 4.949 2.225 -1.066
H 3.818 -0.210 -0.565
H 3.842 -0.749 3.467
H 5.298 -3.048 3.552
H 4.320 -4.634 1.563
H 2.298 -3.222 0.399
H -2.408 2.014 1.930
H -2.872 3.647 -0.226
H -2.839 2.049 -2.414
H -2.318 -0.459 -1.538
H -3.873 -1.715 -0.258
H -5.624 -3.399 0.991
H -4.630 -3.830 3.485
H -2.357 -2.311 3.656
C -0.647 -0.790 6.733
S -1.571 0.403 5.752
O -2.817 0.713 6.407
O -0.641 1.563 5.562
O -1.733 -0.229 4.393
H -1.306 -1.145 7.533
H 0.244 -0.325 7.168
H -0.334 -1.637 6.115


No. 8
30
Properties=species:S:1:pos:R:3 method="wB97M-V/def2-TZVPD" relative_energy_kcal_mol=220.6 lumo_energy_ev=0.0 smiles=CNc1nc(N)nc(-c2cc(Cl)ccc2OC)n1 orbital_gap_ev=8.2244 total_charge=0
C 2.068 3.804 -0.582
N 2.931 2.633 -0.300
C 2.396 1.541 -0.028
N 3.145 0.444 0.310
C 2.535 -0.862 0.473
N 3.235 -1.649 1.201
N 1.140 -1.013 0.629
C 0.357 -0.025 0.383
C -1.065 -0.045 0.051
C -1.770 1.006 0.317
C -3.245 1.146 0.312
Cl -4.282 2.450 0.685
C -3.893 -0.183 -0.026
C -2.981 -1.583 -0.234
C -1.590 -1.235 -0.056
O -0.805 -2.390 -0.443
C -1.430 -3.669 -0.447
N 0.888 1.335 -0.195
H 2.138 4.747 0.061
H 2.286 4.164 -1.511
H 1.011 3.460 -0.687
H 3.789 2.525 -0.213
H 4.291 -1.428 0.707
H 2.964 -2.585 1.108
H -1.333 2.115 0.553
H -4.911 -0.367 -0.034
H -3.524 -2.297 -0.178
H -0.479 -4.471 -0.666
H -1.996 -4.045 0.353
H -1.870 -3.523 -1.542


No. 9
59
Properties=species:S:1:pos:R:3 method="wB97M-V/def2-TZVPD" relative_energy_kcal_mol=46.1 lumo_energy_ev=0.8 smiles="O=C(c1ccc(OC2CCN(C/C=C/c3ccccc3)CC2)cc1)N1CCCC1" orbital_gap_ev=9.2188 total_charge=0
O -4.994 -2.697 1.025
C -5.143 -1.661 0.397
C -4.000 -0.751 0.098
C -3.742 -0.264 -1.181
C -2.633 0.517 -1.419
C -1.748 0.839 -0.386
O -0.706 1.633 -0.744
C 0.339 1.909 0.179
C 1.267 0.706 0.361
C 2.468 1.105 1.230
N 3.213 2.237 0.715
C 4.053 1.913 -0.429
C 5.106 0.929 -0.031
C 5.365 -0.192 -0.699
C 6.371 -1.194 -0.378
C 7.270 -1.061 0.682
C 8.200 -2.047 0.947
C 8.258 -3.187 0.162
C 7.375 -3.334 -0.894
C 6.444 -2.349 -1.160
C 2.342 3.375 0.513
C 1.135 3.083 -0.390
C -1.999 0.346 0.891
C -3.108 -0.448 1.119
N -6.355 -1.295 -0.076
C -6.752 0.007 -0.572
C -8.181 0.163 -0.054
C -8.718 -1.263 -0.161
C -7.516 -2.116 0.238
H -4.397 -0.522 -1.999
H -2.420 0.893 -2.407
H -0.085 2.207 1.150
H 1.607 0.377 -0.623
H 0.736 -0.126 0.824
H 3.152 0.260 1.327
H 2.113 1.377 2.230
H 4.542 2.845 -0.737
H 3.490 1.527 -1.294
H 5.647 1.196 0.864
H 4.778 -0.414 -1.585
H 7.242 -0.179 1.303
H 8.888 -1.926 1.772
H 8.987 -3.955 0.373
H 7.413 -4.220 -1.512
H 5.757 -2.471 -1.987
H 2.929 4.196 0.096
H 1.980 3.684 1.500
H 1.466 2.827 -1.397
H 0.496 3.964 -0.460
H -1.339 0.565 1.716
H -3.290 -0.847 2.105
H -6.076 0.785 -0.217
H -6.751 0.014 -1.670
H -8.758 0.880 -0.634
H -8.166 0.482 0.989
H -9.577 -1.440 0.482
H -9.006 -1.474 -1.192
H -7.463 -3.062 -0.306
H -7.510 -2.349 1.308